No. 1
{"formula": "C11H10BrNOZn", "method": "ωB97M-V/def2-TZVPD", "charge": -2, "relative_energy_kj_mol": 77.5, "energy_ha": -4908.4958, "orbital_gap_ev": 6.257, "spin_multiplicity": 1, "fmax_ha_per_bohr": 0.0378, "species": ["Br", "Zn", "O", "N", "C", "C", "C", "C", "C", "C", "C", "C", "C", "C", "C", "H", "H", "H", "H", "H", "H", "H", "H", "H", "H"], "positions_angstrom": [[-3.178157, -1.215326, -0.321753], [-0.783119, -1.475212, -0.503660], [0.148018, 1.413638, 2.745713], [-0.142377, -0.453102, 1.243308], [-0.443339, -3.693515, -3.148839], [2.171383, 0.980825, -0.933286], [0.099294, 0.481379, -1.843105], [-1.793957, -3.275567, -3.253218], [1.371696, 2.162570, -0.883891], [-1.500588, -4.244462, -1.182369], [0.100365, 1.843265, -1.419149], [0.001299, 0.484027, 1.985529], [-2.462128, -3.628807, -2.047293], [-0.258477, -4.292709, -1.881430], [1.370727, -0.053754, -1.496809], [1.668380, 3.141608, -0.508750], [0.572163, -4.955586, -1.602681], [3.221560, 0.818885, -0.621778], [-2.317378, -2.909525, -4.155768], [-3.556481, -3.526413, -1.882297], [0.219303, -3.819120, -4.014035], [-0.668427, 0.005579, -2.480157], [1.703081, -1.080312, -1.721515], [-0.751211, 2.535562, -1.539723], [-1.727872, -4.745225, -0.217181]], "forces_ev_per_a": [[-0.07, 0.51, 0.30], [0.03, 1.45, 0.92], [-0.06, -0.48, -0.24], [0.09, 0.83, 1.06], [-0.17, -0.41, -0.49], [-0.33, -0.64, -0.10], [-0.29, -0.07, 0.10], [-0.67, -0.67, 0.30], [-0.33, -0.87, -0.36], [-0.78, 0.23, 0.14], [-0.17, 0.26, -0.12], [-0.25, -1.42, -1.30], [0.11, -0.62, -0.58], [0.14, -0.10, -0.03], [0.76, -0.16, -0.39], [-0.04, -0.27, -0.04], [-0.17, 0.64, -0.01], [-0.82, 0.34, -0.04], [0.55, 0.00, 0.62], [1.21, 0.08, 0.06], [0.00, 0.42, 0.52], [0.47, 0.26, 0.25], [-0.06, 0.56, 0.00], [0.58, -0.42, 0.15], [0.25, 0.55, -0.72]], "lowdin_charge": [-0.09, 0.52, -0.05, 0.01, -0.23, -0.19, -0.29, -0.22, -0.19, -0.27, -0.19, -0.57, -0.34, -0.24, -0.26, 0.06, 0.06, 0.06, 0.07, 0.04, 0.06, 0.07, 0.06, 0.07, 0.07]}



No. 2
{"formula": "C11H10BrNSV", "method": "ωB97M-V/def2-TZVPD", "s2": 3.77, "charge": -2, "energy_ha": -4396.1188, "orbital_gap_ev": [4.208, 5.441], "spin_multiplicity": 4, "fmax_ha_per_bohr": 0.0540, "species": ["Br", "V", "S", "N", "C", "C", "C", "C", "C", "C", "C", "C", "C", "C", "C", "H", "H", "H", "H", "H", "H", "H", "H", "H", "H"], "positions_angstrom": [[-1.819274, 1.890685, -0.876248], [-0.222695, 0.269490, 0.207133], [-2.161920, -1.288053, 0.928162], [-4.948160, -0.716581, 0.916753], [-0.274778, 1.405691, 1.955831], [-0.595806, -1.437211, -1.787044], [0.570299, 2.060646, 0.982225], [0.548141, -1.942104, -1.091612], [1.538527, 0.019802, 1.511645], [1.684749, 1.192654, 0.719965], [1.118785, 0.132823, -1.972718], [0.325148, 0.118787, 2.261390], [1.611848, -0.982612, -1.233932], [-3.782782, -0.928043, 0.917318], [-0.241759, -0.147174, -2.347017], [-0.010122, -0.594549, 3.018348], [-0.858732, 0.432504, -3.044394], [-1.542272, -1.957662, -1.961712], [0.625298, -2.927827, -0.619619], [2.564675, 1.456877, 0.128293], [0.456280, 3.064210, 0.571231], [1.685607, 1.001282, -2.309454], [2.284553, -0.769352, 1.641213], [-1.198966, 1.787933, 2.393532], [2.643356, -1.142218, -0.909290]], "forces_ev_per_a": [[-1.27, 1.17, -0.35], [-1.13, -1.14, -2.26], [-0.41, -0.79, 0.51], [1.92, -0.41, 0.07], [0.91, 0.19, 1.02], [0.99, 0.86, -0.95], [1.03, 0.05, 1.51], [0.37, 0.53, -0.80], [0.28, 0.19, 1.08], [0.20, 1.00, 1.16], [-0.58, -1.08, -0.73], [0.66, 1.29, 0.65], [-0.58, -0.79, -0.85], [-2.10, 0.57, -0.11], [0.72, -1.72, -0.12], [-0.08, 0.25, -0.57], [0.33, -0.22, 0.76], [0.41, 0.37, 0.38], [-0.07, 0.52, -0.03], [-0.58, -0.28, -0.04], [-0.23, -0.59, 0.03], [-0.17, -0.18, 0.30], [-0.49, 0.17, -0.39], [0.30, -0.19, -0.42], [-0.43, 0.25, 0.15]], "lowdin_charge": [0.04, 0.14, 0.53, -0.06, -0.27, -0.26, -0.28, -0.22, -0.22, -0.22, -0.24, -0.25, -0.25, -0.95, -0.31, 0.09, 0.05, 0.07, 0.07, 0.10, 0.08, 0.08, 0.10, 0.10, 0.08]}



No. 3
{"formula": "C11H10ClMgNS", "method": "ωB97M-V/def2-TZVPD", "charge": -2, "relative_energy_kj_mol": 584.4, "energy_ha": -1538.2683, "orbital_gap_ev": 4.672, "spin_multiplicity": 1, "fmax_ha_per_bohr": 0.2281, "species": ["Cl", "S", "Mg", "N", "C", "C", "C", "C", "C", "C", "C", "C", "C", "C", "C", "H", "H", "H", "H", "H", "H", "H", "H", "H", "H"], "positions_angstrom": [[0.891435, 1.545225, 3.162083], [-0.000396, 0.001810, 6.487639], [-0.011362, -0.055523, 1.538961], [-0.119996, -0.051217, 3.751749], [0.107022, 2.909450, -3.136122], [0.953787, -2.030454, 1.042794], [-1.274109, -1.935988, 1.637857], [-1.105799, 2.278447, -3.474579], [-0.799739, 1.061048, -4.113628], [1.162864, 2.082608, -3.566384], [-0.392099, -2.010270, 0.542979], [-0.047751, -0.105959, 4.990783], [-0.485433, -1.967430, 2.820185], [0.890867, -2.003770, 2.439035], [0.602727, 0.939952, -4.170450], [1.730228, -1.975711, 3.142021], [-0.888086, -1.920404, 3.849815], [-1.535804, 0.326909, -4.509990], [2.248852, 2.296354, -3.454447], [1.858361, -2.094553, 0.443764], [0.212577, 3.891476, -2.624465], [-2.126643, 2.674229, -3.277713], [-2.365800, -1.912703, 1.604637], [-0.673840, -2.036932, -0.507137], [1.168138, 0.093403, -4.619388]], "forces_ev_per_a": [[3.63, 5.96, -4.09], [0.59, 0.49, 6.90], [0.65, 1.13, 2.15], [-2.58, -2.54, 8.70], [0.10, 0.81, 0.38], [-0.13, -0.27, -0.79], [-0.22, -0.58, 1.26], [-0.82, 0.31, 0.14], [-0.58, -0.59, -0.35], [0.85, 0.17, 0.05], [0.73, 0.43, -1.60], [-1.84, -0.90, -11.55], [-0.53, -2.19, -0.32], [-0.51, -1.13, 0.81], [0.44, -0.65, -0.39], [-0.43, 0.09, -0.42], [0.40, -0.46, -1.22], [0.60, 0.59, 0.35], [-0.90, -0.19, -0.06], [-0.25, 0.05, 0.04], [-0.09, -0.84, -0.40], [0.84, -0.33, -0.14], [0.43, -0.02, -0.05], [0.11, -0.02, 0.20], [-0.46, 0.68, 0.39]], "lowdin_charge": [0.07, 0.45, 0.69, -0.49, -0.25, -0.22, -0.21, -0.25, -0.26, -0.25, -0.23, -1.15, -0.24, -0.20, -0.25, 0.12, 0.10, 0.05, 0.06, 0.10, 0.06, 0.05, 0.10, 0.09, 0.05]}



No. 4
{"formula": "C11H10N2", "method": "ωB97M-V/def2-TZVPD", "smiles": "[H]/N=C(/N)c1ccc2ccccc2c1", "charge": 0, "relative_energy_kj_mol": 144.3, "energy_ha": -534.6320, "orbital_gap_ev": 8.940, "spin_multiplicity": 1, "fmax_ha_per_bohr": 0.0732, "species": ["N", "N", "C", "C", "C", "C", "C", "C", "C", "C", "C", "C", "C", "H", "H", "H", "H", "H", "H", "H", "H", "H", "H"], "positions_angstrom": [[3.239311, -1.376413, 0.676551], [3.736382, 0.424328, -0.543120], [-0.950366, -0.477295, -0.196992], [0.375750, -0.862341, -0.121053], [1.064513, 1.389613, -0.041207], [-2.667086, 1.133136, 0.344811], [-3.232255, -1.219307, -0.119790], [-1.258268, 0.854951, 0.008458], [-0.206899, 1.825737, -0.011322], [-3.585643, 0.140118, 0.153018], [1.369997, 0.009573, -0.070428], [-1.900642, -1.506597, -0.291484], [2.798749, -0.335416, 0.146002], [3.937582, 1.351281, -0.232627], [-4.632114, 0.578890, 0.101394], [2.412199, -1.670243, 1.213066], [-1.551742, -2.548307, -0.271264], [4.612544, -0.042412, -0.443278], [-0.473303, 2.846529, 0.286796], [-2.865018, 2.169974, 0.434696], [-3.802011, -2.024651, -0.379850], [1.906591, 2.060889, -0.016239], [0.778326, -1.770382, -0.426783]], "forces_ev_per_a": [[-1.00, -1.25, 2.19], [0.45, 0.50, -0.90], [0.28, -1.12, 0.34], [0.84, -0.29, -1.31], [0.91, 0.14, -0.18], [2.88, -1.11, -2.05], [2.51, 2.14, -0.38], [-1.92, 0.84, 1.02], [-1.57, 0.04, 1.25], [-1.93, 1.08, -0.19], [1.50, 3.16, 1.39], [-0.86, 0.03, 1.15], [0.20, 0.77, -2.04], [-0.64, 0.80, 0.11], [1.03, -1.39, 0.40], [0.46, -1.21, -0.23], [-0.17, 0.50, -0.55], [0.62, -0.56, -0.02], [0.25, -0.20, -0.62], [-0.84, 0.70, 0.39], [-2.53, -1.52, -0.02], [-0.10, 0.42, 0.08], [-0.37, -2.48, 0.15]], "lowdin_charge": [0.14, 0.10, -0.19, -0.01, -0.03, -0.02, -0.06, -0.14, -0.01, -0.08, -0.17, -0.03, -0.47, 0.07, 0.12, 0.06, 0.13, 0.08, 0.12, 0.09, 0.07, 0.10, 0.12]}



No. 5
{"formula": "C11H10N2", "method": "ωB97M-V/def2-TZVPD", "charge": 0, "relative_energy_kj_mol": 646.2, "energy_ha": -534.4408, "orbital_gap_ev": 9.474, "spin_multiplicity": 1, "fmax_ha_per_bohr": 0.1938, "species": ["N", "N", "C", "C", "C", "C", "C", "C", "C", "C", "C", "C", "C", "H", "H", "H", "H", "H", "H", "H", "H", "H", "H"], "positions_angstrom": [[0.121983, -0.494736, -3.259261], [0.106869, 1.040040, 0.967484], [1.974352, -1.593209, -2.252840], [-0.229312, 1.489596, 2.123194], [0.199386, 2.812421, 2.646682], [-0.426444, -0.157921, -2.063067], [-1.730437, -0.396837, 2.215467], [-0.284985, -0.095380, 0.374988], [1.490247, -1.288622, -0.966119], [-1.276050, 0.698581, 2.893698], [1.097253, -1.209986, -3.417863], [-1.203380, -0.778138, 1.032694], [0.222232, -0.468789, -0.991467], [-1.442923, 0.118315, -1.991707], [0.806789, 3.311990, 1.921632], [-1.651623, -1.989633, 0.360774], [-0.673218, 3.455780, 3.046120], [1.737403, -1.567815, -4.294664], [0.644432, 2.476062, 3.492770], [-2.749282, -1.217204, 2.912190], [-1.937189, 1.415653, 3.619714], [1.972252, -1.665400, -0.224342], [2.694222, -2.225180, -2.372241]], "forces_ev_per_a": [[-5.06, 2.25, -2.09], [2.65, 1.34, -1.75], [-7.26, 3.73, 2.02], [-4.28, -2.08, 1.16], [-2.81, 0.63, -1.08], [0.29, -0.83, -2.72], [-3.98, -2.20, 4.88], [0.56, 1.38, -0.32], [-3.83, 3.32, -8.58], [-0.11, 4.25, -0.75], [7.99, -2.99, 2.05], [-2.70, -7.13, -3.00], [4.10, -1.96, 5.91], [-0.82, 1.06, -0.42], [0.47, 0.42, -0.02], [1.31, 3.96, 2.40], [1.19, -0.98, -1.06], [-2.18, 1.01, -0.16], [2.32, -0.02, 2.82], [3.23, 2.73, -2.57], [1.84, -2.61, -1.15], [2.52, -1.74, 5.29], [4.58, -3.55, -0.85]], "lowdin_charge": [0.06, 0.15, 0.01, -0.33, -0.04, -0.10, -0.17, -0.29, 0.07, -0.04, -0.17, -0.12, -0.15, 0.12, 0.08, 0.22, 0.12, 0.12, 0.04, 0.22, 0.15, 0.04, 0.02]}



No. 6
{"formula": "C11H10N2", "method": "ωB97M-V/def2-TZVPD", "smiles": "C#C[C@H]1Cc2ccccc2C(N)=N1", "charge": 0, "relative_energy_kj_mol": 377.3, "energy_ha": -534.5433, "orbital_gap_ev": 9.852, "spin_multiplicity": 1, "fmax_ha_per_bohr": 0.1025, "species": ["N", "N", "C", "C", "C", "C", "C", "C", "C", "C", "C", "C", "C", "H", "H", "H", "H", "H", "H", "H", "H", "H", "H"], "positions_angstrom": [[1.946973, 1.132825, -0.282566], [0.526916, 2.872882, 0.234401], [-0.416106, -0.555535, -0.740547], [1.959868, -1.083849, 0.902663], [-2.695965, -0.014852, 0.978536], [-0.567917, 0.710864, 0.024203], [-1.566783, -1.297625, -0.876774], [2.298850, -1.916659, 1.767713], [-2.661535, -1.001304, 0.010475], [0.738117, 1.556962, 0.007584], [0.996428, -0.772050, -1.338225], [-1.598886, 0.969669, 0.816549], [2.094466, -0.387719, -0.358668], [-1.652610, 1.875148, 1.405923], [-0.236588, 3.242580, -0.160518], [-3.428678, -1.690788, 0.012846], [1.142355, -1.728279, -1.802801], [3.083200, -0.796298, -0.753319], [2.578742, -2.438569, 2.620618], [-3.616979, 0.176298, 1.439930], [1.390027, 3.246277, -0.086235], [1.095590, 0.014713, -2.128340], [-1.409482, -2.114699, -1.693443]], "forces_ev_per_a": [[-1.06, -0.66, 1.22], [3.73, -1.20, 1.57], [-0.01, 2.27, 0.93], [1.99, -3.43, 3.43], [3.15, 1.29, -3.61], [4.52, -2.25, -1.51], [1.59, -0.56, -0.68], [-1.66, 3.71, -3.32], [1.56, -0.22, -0.16], [-0.52, -2.77, -0.70], [-1.46, 1.08, -0.89], [-3.50, -0.81, 2.14], [-0.75, 1.02, -1.00], [0.20, 0.09, 0.03], [-3.46, 1.66, -1.67], [-1.81, -1.28, -0.22], [-0.17, -0.67, -0.02], [-1.03, 1.47, 0.24], [0.11, -0.74, 0.88], [-0.76, 0.27, 1.18], [0.67, 1.50, 0.05], [-0.02, -0.79, 0.17], [-1.31, 1.02, 1.93]], "lowdin_charge": [0.11, 0.15, -0.15, -0.09, -0.03, -0.11, -0.03, 0.14, -0.09, -0.36, -0.12, -0.03, -0.35, 0.11, 0.05, 0.07, 0.11, 0.16, 0.00, 0.08, 0.09, 0.13, 0.14]}



Question: Number 2 is which compound?
Answer: C11H10BrNSV



Question: Number 2 is which compound?
Answer: C11H10BrNSV



Question: What is the formula in the second record?
Answer: C11H10BrNSV